{
  "formula": "C25H65BO25P5",
  "method": "ωB97M-V with the def2-TZVPD basis set",
  "largest_force_ev_per_a": 8.7,
  "energy_ha": -4603.964426,
  "orbital_gap_ev": 2.35,
  "charge": -1,
  "homo_energy_ev": -3.597,
  "mol_weight_da": 931.45,
  "symbols": ["C", "C", "C", "O", "O", "C", "C", "B", "O", "C", "C", "C", "C", "C", "O", "O", "H", "H", "H", "H", "H", "H", "H", "H", "H", "H", "H", "H", "H", "H", "H", "H", "H", "H", "H", "H", "C", "O", "P", "O", "O", "C", "O", "C", "H", "H", "H", "H", "H", "H", "H", "H", "H", "C", "O", "P", "O", "O", "C", "O", "C", "H", "H", "H", "H", "H", "H", "H", "H", "H", "C", "O", "P", "O", "O", "C", "O", "C", "H", "H", "H", "H", "H", "H", "H", "H", "H", "C", "O", "P", "O", "O", "C", "O", "C", "H", "H", "H", "H", "H", "H", "H", "H", "H", "C", "O", "P", "O", "O", "C", "O", "C", "H", "H", "H", "H", "H", "H", "H", "H", "H"],
  "positions_angstrom": [[0.045, 0.914, 2.646], [-0.066, 1.502, 1.216], [-0.771, 0.557, 0.231], [-0.225, 0.293, -0.791], [-1.968, 0.006, 0.524], [-1.803, -1.389, 0.957], [-3.015, -2.247, 0.536], [-4.341, -1.937, 1.453], [-4.102, -1.382, 2.813], [-5.345, -0.836, 3.121], [-5.982, -0.254, 1.764], [-7.491, -0.229, 2.088], [-8.376, 0.707, 1.203], [-7.614, 1.884, 0.551], [-9.376, 1.296, 2.079], [-5.499, -1.230, 0.867], [0.939, 1.315, 3.158], [0.140, -0.184, 2.658], [-0.806, 1.194, 3.290], [0.942, 1.719, 0.839], [-0.623, 2.458, 1.216], [-0.848, -1.766, 0.534], [-1.671, -1.420, 2.054], [-3.195, -2.164, -0.554], [-2.750, -3.307, 0.711], [-4.779, -3.067, 1.708], [-6.053, -1.666, 3.393], [-5.389, -0.177, 4.013], [-5.458, 0.685, 1.503], [-7.868, -1.264, 1.995], [-7.638, 0.044, 3.148], [-8.890, 0.123, 0.425], [-8.352, 2.681, 0.328], [-6.864, 2.332, 1.223], [-7.158, 1.597, -0.412], [-8.920, 2.013, 2.539], [-0.984, -4.494, -6.828], [-1.172, -4.706, -5.416], [-0.537, -3.510, -4.388], [-0.607, -4.326, -3.131], [-1.854, -2.564, -4.597], [-3.132, -3.071, -4.219], [0.352, -2.219, -3.806], [-0.230, -1.405, -2.774], [-1.458, -5.315, -7.362], [-1.445, -3.553, -7.141], [0.079, -4.484, -7.075], [-3.052, -3.880, -3.492], [-3.660, -3.428, -5.106], [-3.701, -2.255, -3.775], [-0.749, -2.006, -2.029], [-0.916, -0.684, -3.214], [0.575, -0.864, -2.293], [3.095, -2.624, -2.817], [4.291, -1.828, -2.646], [5.528, -2.150, -3.756], [6.593, -1.440, -2.964], [4.801, -1.163, -4.846], [4.552, 0.191, -4.488], [6.541, -2.728, -4.969], [7.211, -1.772, -5.773], [2.365, -2.315, -2.076], [2.675, -2.476, -3.811], [3.326, -3.680, -2.667], [5.201, 0.524, -3.677], [3.509, 0.304, -4.189], [4.736, 0.812, -5.366], [7.585, -0.939, -5.178], [6.546, -1.403, -6.555], [8.054, -2.278, -6.244], [-1.758, 2.158, 8.043], [-1.039, 2.944, 7.078], [-1.987, 3.831, 5.973], [-0.806, 4.053, 5.061], [-2.179, 5.033, 7.069], [-1.016, 5.622, 7.647], [-3.084, 4.579, 4.940], [-2.896, 5.957, 4.667], [-1.033, 1.671, 8.693], [-2.409, 2.793, 8.649], [-2.352, 1.393, 7.542], [-0.131, 5.469, 7.030], [-0.846, 5.195, 8.635], [-1.189, 6.693, 7.752], [-1.843, 6.196, 4.517], [-3.304, 6.563, 5.477], [-3.445, 6.183, 3.753], [3.088, -7.587, -11.405], [2.082, -6.724, -10.847], [2.367, -6.166, -9.268], [0.965, -5.701, -9.008], [3.342, -4.974, -9.821], [2.808, -4.010, -10.721], [2.981, -6.014, -7.724], [3.035, -4.708, -7.170], [2.792, -7.844, -12.419], [4.057, -7.081, -11.434], [3.169, -8.503, -10.818], [1.721, -3.948, -10.653], [3.096, -4.263, -11.743], [3.233, -3.039, -10.467], [2.137, -4.134, -7.402], [3.917, -4.183, -7.536], [3.117, -4.808, -6.088], [4.835, 6.709, 6.145], [3.919, 6.865, 7.243], [3.416, 5.428, 8.012], [2.271, 6.127, 8.702], [4.789, 5.425, 8.909], [5.109, 6.575, 9.682], [3.012, 3.907, 8.599], [3.067, 3.705, 10.001], [5.089, 7.698, 5.770], [5.749, 6.208, 6.475], [4.370, 6.135, 5.342], [4.228, 7.185, 9.890], [5.852, 7.176, 9.155], [5.536, 6.238, 10.628], [2.665, 4.560, 10.545], [4.093, 3.511, 10.316], [2.463, 2.826, 10.225]],
  "forces_ev_per_a": [[0.016, 0.271, 0.467], [-0.630, -0.081, 0.500], [0.037, 0.461, 1.075], [0.741, -0.014, -1.395], [0.430, 0.229, 0.900], [0.032, -1.135, -0.238], [0.612, 0.912, 0.277], [-0.474, -2.252, 0.350], [0.004, 1.535, -0.212], [-0.896, -0.371, -0.214], [1.749, -1.497, 2.206], [0.051, 0.158, -1.544], [0.671, 0.534, 0.886], [-0.515, 0.075, -0.349], [-0.231, -0.156, -0.438], [-0.798, 1.221, -0.689], [-0.339, -0.090, -0.313], [-0.071, 0.434, -0.156], [0.189, -0.241, -0.417], [-0.417, -0.207, -0.202], [0.192, -0.381, 0.191], [-0.412, 0.230, -0.094], [-0.372, 0.245, -0.401], [0.077, 0.152, 0.405], [0.052, 0.484, 0.022], [-0.261, -0.652, -0.082], [0.295, 0.220, -0.144], [0.551, 0.185, -0.498], [-0.810, 0.162, 0.311], [0.263, 0.372, 0.033], [0.129, 0.172, -0.438], [-0.068, 0.323, 0.372], [0.226, -0.408, -0.006], [-0.147, -0.343, -0.257], [0.129, 0.061, 0.549], [-0.125, -0.199, -0.013], [-0.157, 0.040, -0.159], [2.933, 1.416, -1.126], [-5.366, -0.120, 6.053], [0.907, -0.179, -1.069], [0.631, 0.387, -0.186], [-0.310, -0.228, -0.269], [1.451, -1.453, -3.216], [-0.639, 0.300, -0.047], [0.082, -0.021, 0.097], [-0.023, 0.011, 0.016], [-0.237, -0.154, -0.142], [0.133, 0.029, -0.030], [-0.026, -0.051, 0.042], [0.138, 0.070, -0.019], [0.039, -0.147, -0.145], [0.008, -0.042, 0.066], [0.259, -0.225, -0.318], [-0.189, -0.011, 0.037], [0.114, -3.631, -0.766], [2.986, 8.099, -0.144], [-0.386, -1.232, 0.281], [0.183, -0.591, -0.628], [-0.498, 0.115, 0.238], [-1.711, -3.014, 1.065], [-0.188, 0.510, -0.479], [0.092, 0.073, -0.005], [-0.012, 0.075, 0.051], [-0.147, 0.010, 0.114], [0.013, -0.150, 0.018], [0.033, 0.084, 0.047], [0.016, -0.146, -0.078], [-0.095, -0.077, 0.124], [0.041, 0.045, 0.048], [-0.070, -0.213, 0.158], [0.076, 0.015, 0.232], [-2.996, -1.909, -0.391], [5.827, 6.392, -1.307], [-0.418, -1.110, 0.014], [-0.874, -0.181, -0.233], [0.262, -0.218, 0.510], [-1.747, -3.053, 0.699], [-0.066, 0.619, 0.452], [0.067, 0.055, -0.079], [-0.007, -0.017, 0.015], [0.045, -0.081, 0.133], [-0.078, -0.104, -0.025], [0.159, 0.063, -0.018], [-0.184, -0.048, -0.056], [0.028, -0.178, 0.055], [0.063, 0.028, -0.035], [-0.059, -0.282, -0.006], [0.128, 0.023, -0.253], [1.601, -2.345, 2.015], [-3.443, 7.114, -0.242], [0.573, -1.168, -0.208], [0.341, -0.374, 0.554], [0.001, -0.039, -0.478], [0.635, -3.388, -1.211], [0.394, 0.789, -0.063], [-0.095, 0.069, 0.049], [-0.003, -0.015, 0.000], [0.029, -0.048, -0.141], [0.026, -0.124, 0.065], [-0.070, 0.048, -0.021], [0.085, -0.090, 0.095], [0.028, -0.120, -0.133], [-0.081, 0.039, 0.013], [-0.035, -0.330, -0.060], [0.203, 0.154, -0.016], [-0.002, -2.484, -2.582], [-1.294, 3.508, 7.851], [-0.147, -0.148, -1.227], [0.059, -0.812, -0.278], [0.276, 0.373, -0.206], [0.388, -0.664, -3.511], [0.602, -0.019, 0.509], [-0.082, 0.020, 0.083], [0.006, -0.002, -0.021], [0.088, 0.101, -0.083], [-0.052, -0.078, -0.117], [-0.029, 0.082, 0.071], [0.002, -0.157, -0.079], [-0.008, 0.081, -0.173], [-0.050, 0.030, 0.047], [-0.055, -0.002, -0.286]]
}